{
  "formula": "C13H46N10O10",
  "method": "ωB97M-V with the def2-TZVPD basis set",
  "elements": ["C", "O", "H", "H", "H", "H", "C", "O", "H", "H", "H", "H", "C", "O", "N", "N", "H", "H", "H", "H", "C", "O", "N", "N", "H", "H", "H", "H", "C", "O", "N", "N", "H", "H", "H", "H", "C", "O", "N", "N", "H", "H", "H", "H", "C", "O", "N", "N", "H", "H", "H", "H", "C", "C", "O", "H", "H", "H", "H", "H", "H", "C", "C", "O", "H", "H", "H", "H", "H", "H", "C", "C", "O", "H", "H", "H", "H", "H", "H"],
  "positions_angstrom": [[0.527817, 2.568368, 3.625500], [0.783637, 1.566358, 4.682740], [0.067847, 1.957878, 2.848440], [-0.190203, 3.317848, 3.958390], [1.380587, 3.046908, 3.143960], [1.487137, 0.963488, 4.431290], [-0.204073, -1.247102, -4.616000], [-0.078523, 0.157068, -4.946250], [-1.188373, -1.551692, -4.260380], [-0.091003, -1.718342, -5.592340], [0.517227, -1.481652, -3.833180], [-0.576653, 0.191038, -5.766190], [1.841577, 2.888888, -2.575030], [2.937457, 3.290178, -2.071920], [0.756257, 3.626898, -2.714680], [1.623707, 1.658718, -3.125930], [-0.187423, 3.299428, -2.864180], [0.941417, 4.580868, -2.439440], [2.452207, 1.081188, -3.137660], [1.036397, 1.575498, -3.943400], [-2.352033, -2.376672, -0.361120], [-2.765153, -1.377032, -0.957940], [-1.178613, -2.897892, -0.627090], [-3.109383, -3.062992, 0.458000], [-0.505943, -2.245632, -1.004140], [-0.777153, -3.673242, -0.119390], [-2.728403, -3.940392, 0.782230], [-4.079673, -2.782722, 0.467120], [-3.227033, -0.279082, 3.774280], [-3.162323, -1.123542, 4.630070], [-2.248663, 0.460118, 3.413710], [-4.363533, 0.082768, 3.260930], [-1.327623, 0.194868, 3.732210], [-2.465553, 1.090018, 2.654580], [-4.552443, 0.757278, 2.533290], [-5.174683, -0.429792, 3.576250], [-1.260883, -4.232292, 3.156000], [-1.292293, -5.313622, 2.615510], [-2.212553, -3.630292, 3.819910], [-0.138163, -3.617452, 3.267770], [-2.031973, -2.639532, 3.896600], [-3.178403, -3.896592, 3.947640], [0.603097, -4.156942, 2.843990], [0.008837, -3.042302, 4.084890], [-2.295493, 1.772438, -2.158020], [-2.180883, 2.915618, -2.611810], [-1.631573, 0.737228, -2.506040], [-3.025323, 1.489228, -1.146370], [-1.078443, 0.776618, -3.350190], [-1.913033, -0.144292, -2.101330], [-3.055473, 0.525358, -0.846150], [-3.715923, 2.180638, -0.891180], [1.002087, -0.735332, 1.366110], [0.795477, 0.123768, 0.095170], [1.298857, -0.565092, -0.957300], [0.436957, -1.655082, 1.215170], [0.649547, -0.374622, 2.332400], [2.047517, -1.041752, 1.401890], [1.548677, 0.910918, 0.129650], [-0.122083, 0.635008, -0.196060], [1.195857, 0.046838, -1.689780], [2.475227, 5.689668, 2.073880], [3.202367, 4.878028, 0.963530], [2.284637, 3.799138, 0.647130], [2.364527, 5.205898, 3.044350], [1.454737, 5.905018, 1.757150], [2.981727, 6.618298, 2.336940], [4.140637, 4.389978, 1.227290], [3.382377, 5.434278, 0.043590], [2.395217, 3.633188, -0.291930], [2.970657, -3.343402, -3.687040], [2.484447, -3.765392, -2.331940], [3.416077, -3.337662, -1.331350], [2.793807, -2.271652, -3.777390], [2.506837, -3.806122, -4.558170], [4.052157, -3.368802, -3.820510], [2.354177, -4.833592, -2.158470], [1.508747, -3.318322, -2.141570], [2.958427, -2.744892, -0.730700]],
  "forces_ev_per_a": [[-0.15, -1.87, -0.17], [-0.27, 1.40, -0.16], [-0.27, 0.50, -0.48], [0.20, -0.26, 0.40], [0.32, -0.11, 0.55], [0.16, 0.27, -0.33], [-0.01, 0.31, -0.52], [-0.56, -0.52, 0.23], [-0.25, 0.45, 0.21], [0.63, -0.89, 0.50], [0.19, -0.19, -0.45], [0.01, 0.74, -0.13], [1.88, 0.27, -0.02], [-2.44, -1.11, -0.84], [0.12, 2.38, 0.61], [1.24, -1.58, 0.41], [-0.34, -0.08, 0.05], [-0.70, 0.01, 0.03], [0.03, 0.03, -0.23], [0.04, 0.03, 0.12], [-1.05, 0.79, -1.22], [-0.12, 0.83, 0.06], [3.08, -0.47, -0.60], [-1.07, -0.71, 1.23], [0.17, -0.07, -0.13], [-0.25, 0.10, 0.11], [-0.76, -0.09, 0.42], [0.17, -0.54, 0.34], [-0.76, -0.58, 1.75], [0.37, -2.25, 1.52], [3.61, 2.12, -1.69], [-5.04, 0.28, -1.72], [0.04, 0.61, -0.26], [1.13, 0.09, 0.16], [0.48, -0.13, 0.24], [0.20, 0.11, -0.05], [-1.81, -2.86, 0.45], [-1.03, -1.82, -1.78], [-2.36, 2.03, 1.07], [4.71, 2.55, -0.20], [-0.80, 0.05, 0.64], [0.46, -0.32, -0.39], [0.34, 0.43, 0.46], [0.44, -0.12, -0.31], [0.70, 3.57, -0.93], [0.24, 0.41, -0.78], [3.21, -3.31, -2.70], [-3.79, 0.17, 4.13], [-0.05, -0.18, 0.09], [0.28, -0.35, -0.29], [-0.61, 0.13, 0.31], [0.12, -0.37, 0.23], [-1.15, -0.51, -1.01], [1.66, 2.28, 2.46], [0.04, -2.93, -2.67], [-0.06, -0.23, 0.07], [0.20, 0.54, -0.21], [0.06, 0.31, 0.15], [-0.38, 1.03, 1.08], [-0.73, -0.51, 0.82], [0.23, 0.02, -0.67], [0.69, 0.13, -0.22], [-1.50, -0.87, 0.51], [0.12, 0.47, 0.43], [0.25, -0.64, -0.20], [0.13, 0.13, -0.27], [0.07, 0.19, -0.36], [0.19, 0.44, 0.51], [-0.06, 0.44, 0.19], [0.20, -0.31, -0.50], [0.38, 0.92, -0.68], [0.12, -0.29, 0.82], [-0.13, 0.15, -0.05], [-0.27, 0.19, -0.06], [-0.16, -0.27, 0.23], [0.06, -0.66, 0.31], [0.08, -0.21, -0.56], [-0.16, 0.11, -0.01], [0.04, 0.20, -0.02]],
  "e_tot_ev": -49604.9249,
  "relative_energy_kcal_mol": 0.0,
  "homo_lumo_gap_ev": 9.77,
  "smiles": "NC(N)=O.NC(N)=O.NC(N)=O.NC(N)=O.NC(N)=O.CCO.CCO.CCO.CO.CO",
  "homo_ev": -9.6
}